{"formula": "C9H9MoN2O5S", "method": "the ωB97M-V functional and the def2-TZVPD basis", "symbols": ["O", "C", "Mo", "C", "O", "C", "O", "C", "O", "C", "O", "H", "S", "C", "N", "C", "C", "C", "N", "H", "H", "H", "H", "H", "H", "H", "H"], "positions_angstrom": [[-0.4859, 2.3541, -5.3401], [-0.4076, 1.6669, -4.4091], [-0.1974, 0.9780, -2.3114], [-0.4112, 1.8734, -0.5320], [-0.5731, 2.4435, 0.4779], [-0.1285, -1.2030, -2.6220], [-1.2164, -1.6464, -2.1686], [1.4914, 1.8864, -2.8929], [2.4835, 2.3297, -3.3185], [-2.2080, 1.2356, -2.7041], [-3.3167, 1.4363, -2.9992], [0.4377, -1.9963, -3.1052], [1.5130, -0.3772, -0.9016], [0.8548, -0.6945, 0.7194], [-0.3528, -1.2188, 0.9191], [-0.9093, -1.3959, 2.2621], [-0.3491, -0.3648, 3.2133], [1.1622, -0.4499, 3.1357], [1.6591, -0.4687, 1.7677], [-0.8850, -1.4871, 0.0786], [-0.6631, -2.4082, 2.6194], [-1.9907, -1.3172, 2.1850], [-0.6510, -0.6009, 4.2432], [-0.6691, 0.6525, 2.9206], [1.5426, -1.3651, 3.5980], [1.6635, 0.3652, 3.6532], [2.6071, -0.2276, 1.5115]], "forces_ev_per_a": [[0.347, -3.420, 4.272], [-0.395, 3.089, -4.599], [1.490, -3.526, -0.823], [-1.374, 3.637, 6.301], [0.918, -2.778, -4.843], [-5.059, -3.101, 1.203], [3.870, 3.310, -1.039], [6.197, 3.079, -1.846], [-4.648, -2.003, 1.984], [-7.590, 1.857, -1.347], [5.522, -1.202, 1.484], [1.106, 0.315, -0.722], [-0.206, 0.914, 0.013], [-0.777, -1.108, 1.718], [0.701, 0.799, -1.762], [-0.599, -0.764, 0.641], [0.456, 0.326, -0.419], [0.614, -0.096, 1.092], [-0.675, 0.308, -2.561], [0.115, 0.146, 0.874], [-0.123, 0.219, -0.207], [-0.042, -0.077, -0.083], [-0.041, 0.267, -0.368], [-0.058, -0.414, 0.359], [-0.082, -0.108, 0.095], [-0.014, 0.150, -0.005], [0.346, 0.180, 0.587]], "total_charge": 3, "fmax_ev_per_a": 7.929, "gap_ev": [6.6, 4.9], "spin_multiplicity": 3}

***

{"formula": "C5H9NO", "method": "the ωB97M-V functional and the def2-TZVPD basis", "symbols": ["C", "O", "C", "C", "C", "C", "N", "H", "H", "H", "H", "H", "H", "H", "H", "H"], "positions_angstrom": [[-1.1932, 0.4937, -2.1704], [-1.0330, 0.1747, -0.8079], [0.2337, 0.5328, -0.3106], [0.2557, 0.0970, 1.1634], [0.2070, -1.4194, 1.3359], [2.5078, 0.8700, 1.9810], [1.3564, 0.6805, 1.8761], [-2.2000, 0.1814, -2.4577], [-0.4605, -0.0353, -2.8001], [-1.0897, 1.5759, -2.3502], [0.3931, 1.6203, -0.3771], [1.0393, 0.0352, -0.8788], [-0.5728, 0.5644, 1.6646], [0.2273, -1.6801, 2.3976], [-0.7245, -1.7843, 0.8946], [1.0534, -1.9070, 0.8396]], "forces_ev_per_a": [[-0.050, 0.060, -0.260], [0.101, -0.004, 0.047], [0.191, 0.101, 0.309], [-0.339, 0.128, 0.253], [-0.063, 0.085, 0.065], [-0.210, 0.272, 0.421], [1.407, -0.536, -1.026], [0.166, 0.054, 0.033], [-0.105, 0.073, 0.136], [-0.007, -0.185, 0.077], [-0.035, -0.136, -0.003], [-0.119, 0.038, 0.160], [-0.991, -0.144, -0.178], [-0.015, 0.015, -0.162], [0.170, 0.014, 0.063], [-0.103, 0.166, 0.066]], "total_charge": 0, "fmax_ev_per_a": 1.822, "gap_ev": 11.3, "relative_energy_ev": 2.502, "spin_multiplicity": 1}

***

{"formula": "C22H28N4O5S", "method": "the ωB97M-V functional and the def2-TZVPD basis", "symbols": ["C", "C", "O", "C", "C", "C", "C", "C", "C", "H", "H", "N", "C", "O", "C", "O", "N", "H", "C", "H", "H", "C", "N", "C", "C", "N", "S", "O", "O", "C", "C", "C", "C", "C", "C", "H", "H", "H", "H", "H", "C", "C", "H", "H", "H", "H", "H", "H", "H", "H", "H", "H", "H", "H", "H", "H", "H", "H", "H", "H"], "positions_angstrom": [[-0.0197, -7.6072, -1.9557], [-1.5452, -7.5967, -1.9123], [-2.1150, -6.8258, -2.9507], [-2.1022, -5.4672, -2.8732], [-1.6694, -4.7158, -1.7855], [-1.7249, -3.3338, -1.8201], [-2.2119, -2.6752, -2.9419], [-2.6499, -3.4252, -4.0330], [-2.5953, -4.7996, -3.9979], [-2.9327, -5.3898, -4.8349], [-3.0326, -2.9219, -4.9089], [-2.2797, -1.2832, -3.0191], [-1.9170, -0.3495, -2.1257], [-1.4320, -0.5096, -1.0173], [-2.1761, 1.0562, -2.6882], [-2.6115, 1.2189, -3.8179], [-1.8837, 1.9978, -1.7959], [-1.4524, 1.6909, -0.9266], [-1.8353, 3.4176, -2.0224], [-2.6270, 3.9051, -1.4434], [-2.0063, 3.6091, -3.0834], [-0.4538, 3.9240, -1.5747], [-0.1466, 3.3402, -0.2810], [-0.6522, 4.1014, 0.8469], [-0.5777, 3.2288, 2.0998], [0.7730, 2.7670, 2.3378], [1.7969, 3.8623, 3.0982], [2.6054, 4.6053, 2.1680], [1.0045, 4.6013, 4.0368], [2.8468, 2.7124, 3.9792], [2.2643, 1.8993, 4.9319], [3.0535, 0.9927, 5.6190], [4.4106, 0.9110, 5.3439], [4.9840, 1.7331, 4.3872], [4.1966, 2.6422, 3.6981], [4.6070, 3.3027, 2.9502], [6.0411, 1.6677, 4.1788], [5.0249, 0.2035, 5.8808], [2.6140, 0.3512, 6.3676], [1.2074, 1.9950, 5.1212], [1.3543, 2.1256, 1.1790], [1.2498, 3.0019, -0.0720], [1.6118, 2.4380, -0.9345], [1.8773, 3.8960, 0.0660], [2.3995, 1.9118, 1.4076], [0.8195, 1.1847, 1.0144], [-0.8821, 3.7930, 2.9811], [-1.2159, 2.3477, 1.9819], [-1.6898, 4.3807, 0.6566], [-0.0607, 5.0180, 1.0166], [-0.4390, 5.0228, -1.5619], [0.2921, 3.5812, -2.2946], [-2.6511, -0.8847, -3.8808], [-1.3873, -2.7604, -0.9728], [-1.2878, -5.1887, -0.8947], [-1.9272, -8.6067, -2.0863], [-1.9062, -7.2570, -0.9337], [0.3647, -8.2550, -1.1725], [0.3179, -7.9790, -2.9198], [0.3805, -6.6061, -1.8152]], "forces_ev_per_a": [[-0.393, 0.116, -0.090], [0.293, -0.211, 0.237], [-0.105, 0.110, -0.212], [-0.043, 0.237, -0.072], [-0.057, -0.427, -0.113], [-0.033, 0.268, -0.062], [0.144, -0.460, 0.314], [0.073, 0.063, 0.171], [0.089, -0.166, 0.163], [-0.042, -0.059, -0.107], [-0.051, 0.042, -0.113], [-0.227, 0.434, -0.453], [0.062, -0.148, -0.009], [-0.019, -0.117, -0.016], [-0.151, 0.251, -0.001], [-0.003, 0.047, -0.132], [0.164, -0.173, 0.324], [-0.076, -0.061, -0.197], [0.063, 0.188, -0.180], [0.032, 0.030, -0.114], [-0.036, 0.057, 0.105], [-0.266, -0.132, -0.061], [0.106, 0.100, 0.014], [-0.113, -0.158, 0.210], [-0.448, 0.569, 0.062], [0.550, 0.625, 0.653], [0.006, -0.446, 0.139], [0.108, -0.276, 0.031], [-0.178, -0.161, 0.099], [-0.202, 0.337, -0.355], [-0.054, -0.091, 0.161], [-0.116, 0.073, -0.017], [0.081, 0.010, -0.032], [-0.004, -0.020, 0.044], [0.041, 0.159, -0.138], [0.104, 0.039, -0.082], [0.077, 0.005, -0.025], [0.046, -0.060, 0.039], [-0.051, -0.039, 0.056], [-0.145, -0.085, 0.092], [0.439, -0.099, -0.522], [0.158, -0.177, 0.099], [-0.001, 0.017, 0.027], [-0.053, -0.104, -0.126], [0.013, -0.172, -0.140], [0.078, 0.036, 0.023], [-0.202, -0.073, -0.091], [0.049, 0.045, 0.024], [-0.005, 0.050, 0.033], [-0.105, 0.008, -0.075], [0.048, -0.036, -0.015], [-0.013, 0.026, 0.019], [0.118, 0.025, 0.262], [0.013, 0.024, 0.030], [0.043, -0.080, 0.054], [0.017, 0.147, 0.107], [-0.034, -0.046, -0.100], [0.074, -0.063, 0.090], [0.054, -0.046, -0.065], [0.086, 0.047, 0.031]], "total_charge": 0, "fmax_ev_per_a": 1.058, "gap_ev": 8.6, "relative_energy_ev": 1.869, "spin_multiplicity": 1}

***

{"formula": "C4H5NO", "method": "the ωB97M-V functional and the def2-TZVPD basis", "symbols": ["C", "C", "C", "N", "C", "O", "H", "H", "H", "H", "H"], "positions_angstrom": [[-1.5268, -0.5436, 0.7316], [-0.3499, -0.1892, -0.0561], [0.2579, 1.0898, -0.1914], [1.6119, 1.0170, -0.2249], [1.8509, -0.2692, -0.2364], [0.8157, -1.0790, -0.1039], [-2.2120, -1.2879, 0.3405], [-1.9262, 0.2028, 1.4112], [-1.0724, -0.2493, -0.9275], [-0.2693, 2.0266, -0.3201], [2.8201, -0.7181, -0.4231]], "forces_ev_per_a": [[-0.245, 0.013, 0.961], [-0.470, -0.742, -0.792], [0.471, 1.324, 0.467], [-0.185, -0.472, -0.246], [0.823, 0.678, -0.033], [-1.107, -0.352, 0.004], [0.200, -0.038, 0.186], [0.012, -0.101, -0.089], [0.607, -0.187, -0.656], [0.074, -0.152, 0.066], [-0.178, 0.029, 0.132]], "total_charge": 0, "fmax_ev_per_a": 1.481, "gap_ev": [6.8, 8.5], "relative_energy_ev": 4.260, "spin_multiplicity": 1}